No. 1
Molecular formula: C21H50Cl2LaOP2
Method: DFT, wB97M-V/def2-TZVPD

As for the charge: -1. For the relative energy (zero: lowest compared OMol25 entry of this formula, charge and spin), the calculation gives 0.0 kJ/mol.

XYZ file:
```
77
Properties=species:S:1:pos:R:3:forces:R:3
La -0.09741 -0.05973 -0.06800 -0.40 2.24 -0.88
H 2.60853 -2.74441 0.56353 -0.11 -0.24 0.19
C 1.15284 -2.32972 -2.10661 0.35 0.12 0.21
C -2.92705 -1.79330 0.54631 0.12 -0.03 0.28
H -0.05221 -1.27330 2.68334 -0.14 0.08 0.11
H 4.89812 -0.13534 -0.94932 -0.25 -0.05 -0.18
H 2.09543 -2.86375 -2.29963 -0.20 0.18 -0.21
H -5.16916 -1.21201 2.16707 0.00 -0.13 0.13
C -2.58912 2.36960 1.58331 -0.34 0.05 0.47
H -0.08783 2.26810 -0.20279 0.28 -0.25 0.14
H -3.99586 3.66335 2.58474 -0.19 -0.05 0.08
P -1.97117 0.66633 1.80871 0.74 -0.10 -0.34
C 0.96808 -1.09644 -3.00771 0.59 0.35 -0.60
H 0.89486 -4.39381 -0.60952 0.02 -0.11 0.10
H 0.67896 -5.30071 0.91400 0.01 -0.37 -0.19
H -2.93550 2.32943 0.53027 0.07 -0.03 0.52
H -4.63291 2.03153 2.26682 0.05 0.09 0.12
C 1.69712 -1.30710 -4.33807 -0.23 -0.22 -0.12
H 1.60666 -2.35335 -4.65114 -0.02 0.09 -0.13
H 2.61092 2.79231 -4.06438 -0.09 -0.10 -0.18
H -1.65683 4.17555 0.83653 0.12 -0.17 0.39
H -3.75970 -2.51722 0.56922 0.07 0.36 -0.01
C 0.59504 -3.22359 1.17096 -0.71 1.56 -0.40
H 4.51394 2.15910 -0.90852 -0.16 -0.04 -0.17
H -4.37964 0.03456 3.14441 -0.03 -0.19 -0.06
C -3.33438 -0.48876 1.28255 -0.57 -0.05 0.43
H -2.33381 0.17946 4.13569 0.38 0.00 0.17
H -0.08166 0.90859 5.06858 -0.16 0.11 -0.15
C -0.44957 1.26736 4.09628 0.01 0.01 -0.13
H -0.12081 -0.97690 -3.16289 0.37 0.11 -0.14
P 1.42239 0.57709 -2.25569 -0.15 -0.18 0.44
C 2.04797 -2.97505 1.48211 0.38 -0.11 0.30
H 1.17184 -2.09607 -1.03440 0.03 -0.29 -0.58
Cl -2.23786 0.68697 -1.88691 -0.04 -0.33 -0.11
H 2.45286 -3.87371 1.95795 0.33 0.13 0.04
H -0.08893 1.32223 -3.87799 0.33 0.02 0.00
H 1.27670 -0.66816 -5.11755 0.16 -0.06 -0.04
C -1.42028 0.22148 3.51691 -0.56 -0.04 0.71
C 0.27943 3.13013 -2.78985 0.16 0.04 -0.08
H 3.67918 0.88055 -2.99281 0.19 0.03 0.36
H 3.98421 -1.29151 -1.94513 -0.08 0.11 0.10
H -1.58861 4.03142 2.62686 -0.21 -0.05 -0.08
C -0.74331 -1.17110 3.52418 0.09 0.05 -0.09
C 3.45317 2.08164 -1.18910 -0.01 -0.04 0.03
Cl 2.02947 0.56833 1.67571 0.22 -0.11 0.19
H 2.87285 2.09106 -0.25571 0.06 -0.07 -0.33
O 0.08556 -2.07357 0.52975 0.43 -2.95 1.46
H -1.46183 -1.99817 3.46813 0.05 0.18 -0.03
H 3.34769 -0.72033 -0.37157 0.05 0.12 -0.22
C 3.88826 -0.42453 -1.28064 -0.15 0.09 0.01
H -3.70682 -1.60963 3.10461 -0.15 0.14 -0.08
H 0.43167 1.39849 3.44920 -0.36 -0.03 0.15
H 0.29340 3.94207 -3.53680 0.01 -0.29 -0.05
H 1.38669 2.58830 -5.34675 0.19 0.13 -0.02
H 3.18999 2.97314 -1.77045 0.00 -0.16 0.07
H -3.89612 0.10416 0.54340 0.02 0.00 0.34
C -3.74490 2.59857 2.56230 -0.12 0.47 -0.14
H 2.37212 1.20926 -4.84112 -0.04 0.19 0.02
H 2.15561 -2.09530 2.13588 -0.02 -0.40 -0.16
H 0.31113 -3.03007 -2.24124 0.36 0.24 -0.06
C 1.86203 2.10974 -4.48554 -0.23 0.14 -0.29
H 0.03698 -3.29636 2.10945 0.06 -0.50 0.28
H 2.76960 -1.08884 -4.22537 -0.23 -0.07 -0.08
H -3.45286 2.29845 3.58185 -0.13 0.16 -0.24
H 0.90083 3.44466 -1.94162 -0.28 -0.15 -0.20
C 0.34531 -4.44266 0.33172 -0.06 -0.48 0.10
C 0.79038 1.81420 -3.43037 0.16 0.44 -0.63
H -0.47841 3.10762 1.59133 -0.52 0.04 -0.15
H -0.93902 2.23562 4.24141 0.08 -0.07 -0.02
H -0.74545 3.00584 -2.42587 0.37 -0.02 0.09
H -0.72177 -4.55566 0.11042 0.14 0.05 0.03
H -2.68838 -1.60367 -0.51055 -0.04 0.00 0.33
C -4.19955 -0.83399 2.50384 -0.25 -0.03 -0.21
C 3.22271 0.77683 -1.99153 0.75 0.11 -0.61
H -0.11829 -1.31964 4.42228 -0.43 0.21 -0.12
C -1.50958 3.48093 1.67886 0.12 -0.04 0.22
H -2.06390 -2.28660 1.01271 -0.28 0.17 -0.12
```
Positions in Å, forces in eV/Å.

No. 2
Molecular formula: C21H50FI2O8PSi2
Method: DFT, wB97M-V/def2-TZVPD

As for the charge: 0.

XYZ file:
```
85
Properties=species:S:1:pos:R:3:forces:R:3
H 2.11370 0.38848 -1.49280 -1.49 -0.92 -1.42
H 3.19787 -0.33062 -3.78289 -1.72 -1.31 1.28
H -3.82177 -0.22552 -5.47984 1.67 0.86 1.40
H 10.10062 -1.23071 2.43994 -0.13 0.15 -0.01
O -2.58082 1.33759 2.49979 0.78 1.40 -2.48
H -0.50075 0.62130 -3.49375 1.95 0.64 1.06
H -3.22149 1.96493 2.04986 0.90 -0.91 0.80
C -3.43772 -5.10171 -0.21469 0.60 0.41 -0.40
C -3.80700 -2.73939 -1.51695 1.77 -1.08 -0.54
H -1.98168 0.12513 -5.72259 -1.82 -0.10 1.98
O -8.04379 5.19692 3.41758 0.30 -0.14 -0.40
O 6.96407 -1.33288 0.09163 -0.05 0.26 0.41
C 7.66748 0.67240 1.30503 -0.37 -0.34 0.42
H -4.20583 4.46405 3.72724 -0.12 -0.13 -0.04
H -5.74446 4.71241 4.57631 0.01 -0.10 -0.07
H 2.13863 -2.09749 -0.11298 2.29 0.54 0.15
H 5.87527 0.39001 0.14968 0.01 0.04 0.03
H 7.53451 -3.28508 0.33990 0.01 0.17 -0.06
H -4.20788 -4.97859 0.66568 1.46 -0.30 -1.90
C 3.91608 -2.32292 -1.52245 1.04 -0.17 0.02
F -2.92576 1.29354 -4.18398 0.13 -2.53 -1.06
H -8.02067 4.06628 1.65907 0.11 -0.02 0.13
P -1.11351 1.10613 1.59106 0.73 -0.82 2.83
H 4.50108 -3.36002 -1.44563 -1.40 2.20 0.02
C -2.48722 -1.29121 -3.92683 0.39 1.12 -0.69
H -3.09614 -2.20735 -4.32941 1.48 1.62 0.60
H -7.11962 7.02172 3.29862 -0.12 -0.14 0.00
C 2.99516 -2.15209 2.23055 -1.00 0.45 -0.08
H -0.13074 3.12637 1.36414 0.57 -1.04 1.13
H 1.92091 -3.13508 -2.41101 1.56 1.65 -0.51
C 3.31205 -1.88348 -0.06350 -1.37 -0.13 -1.63
C 2.81013 -2.43419 -2.72822 0.91 0.23 -0.66
H 3.44499 -0.70944 0.02612 -0.11 -2.38 0.27
H 1.60619 -1.22678 -4.24710 1.44 0.55 1.84
C 9.66116 -0.53453 1.71998 -0.04 -0.09 0.15
H 5.92970 -2.88235 0.98810 0.24 0.02 0.10
H -0.56683 2.95601 -1.94866 0.69 -2.09 0.60
Si -1.53600 1.00495 -0.60655 0.08 -0.51 -0.83
H 3.33683 -2.98442 -3.64731 -1.04 1.16 2.03
H 3.54654 -2.21331 3.26073 -0.90 -0.27 -2.19
C -2.76219 -3.61586 -0.57775 -1.96 -0.47 1.20
O -1.71709 -0.70434 -0.97162 -1.59 2.27 -1.11
O -5.76069 3.36382 2.97438 -0.24 0.11 0.27
Si -3.04680 -1.01770 -2.07680 1.46 -1.40 0.44
H -6.42098 5.78673 2.23300 -0.08 -0.02 0.01
C 6.49911 -0.20084 0.82971 0.48 0.06 -0.40
H 7.26227 1.56456 1.79377 -0.01 -0.01 -0.03
H -3.94358 -5.46020 -1.21486 0.80 0.58 2.15
H 4.74333 -1.52074 -1.81757 -1.73 -1.74 0.51
H -7.24629 1.97776 2.79917 -0.03 0.03 0.02
C 6.95674 -2.52416 0.87032 -0.08 -0.30 -0.05
C -7.09232 2.94619 3.28647 0.00 0.20 -0.61
C -7.35588 6.17643 2.64759 -0.08 0.01 0.17
I -5.73862 -2.35703 -0.54806 0.78 -0.33 -0.28
H -4.82301 3.19696 4.80742 0.02 0.04 0.10
H -4.01096 0.07685 -2.01466 -0.19 -0.03 0.08
H -2.87710 1.60696 -0.77032 -0.01 0.06 -0.29
H 10.37182 0.27665 1.54131 0.09 0.00 -0.10
H 1.97041 -2.75726 2.21030 2.23 1.15 0.30
C 1.37979 -0.14363 -2.24785 0.86 -0.30 0.13
H -7.21574 2.80153 4.36668 0.00 0.13 -0.11
H 0.71243 2.15381 -0.81826 -1.55 -0.61 -1.81
O 0.07633 2.32967 1.93708 -2.48 0.49 -1.98
H 0.80003 -0.95794 -1.61241 0.83 1.84 -1.42
H 9.47735 -1.07526 0.78545 -0.03 0.08 0.07
C -2.83156 -0.00625 -4.89570 0.52 -0.61 -1.08
H -2.44901 -3.03585 0.40078 -0.64 -1.12 -2.18
H 7.40838 -2.37051 1.85531 0.01 0.06 -0.06
O 3.83242 -2.64082 1.08468 -1.87 2.49 0.28
H 2.68272 -1.01370 2.06385 0.84 -2.36 0.36
H -1.31842 -1.44146 -3.94023 -2.41 -0.14 -0.06
H 1.09641 1.68586 -3.59110 -1.44 -1.22 1.32
I -0.92213 -4.04127 -1.68233 -0.66 0.33 0.25
C -8.12776 3.93949 2.74355 0.06 -0.09 0.63
O 8.46313 -0.01130 2.27691 0.01 0.01 -0.50
H 5.87148 -0.51216 1.67400 0.15 0.00 -0.03
H -8.00009 6.52796 1.83617 0.08 0.04 -0.08
H -2.60164 -5.89696 0.06850 -1.83 1.87 -0.48
H -9.12978 3.53986 2.93588 0.06 -0.01 -0.02
H 8.28045 1.00323 0.45779 -0.07 -0.14 0.03
C 2.30968 -0.96293 -3.32009 -1.21 -0.86 -0.57
C -5.11104 3.96574 4.08562 0.13 0.05 -0.04
H -3.98881 -3.36747 -2.49355 0.06 1.08 2.02
C 0.42400 1.01880 -2.89598 0.42 0.15 1.22
C -0.15009 1.90777 -1.60040 0.89 0.67 -0.53
```
Positions in Å, forces in eV/Å.

Record-wise Kohn-Sham gap values, in eV: 5.641; 8.232